[1]
Below is C43H34ClN5O2PSr as an isolated structure in a non-equilibrium geometry, with properties calculated with ωB97M-V/def2-TZVPD.

The charge is -1. The energy is -2915.72962 hartree. The calculation puts the HOMO-LUMO gap at 5.62 eV. The value obtained for the HOMO energy is -3.46 eV.

Each line ends with the Löwdin charge.
Geometry (Å):
Sr (-0.23542, -0.28543, -0.50451)  1.337
O (4.05915, -1.60603, 0.17435)  -0.021
C (2.82088, -1.66396, 0.23035)  -0.540
N (1.91415, -1.51226, -0.72563)  -0.035
C (2.31536, -1.61566, -2.07843)  -0.231
C (3.28688, -2.55488, -2.43586)  -0.044
C (3.64506, -2.78352, -3.75176)  -0.118
C (3.02825, -2.05730, -4.75669)  -0.120
C (2.05535, -1.12446, -4.43647)  -0.032
C (1.66452, -0.88453, -3.10967)  -0.210
N (0.66422, 0.04962, -2.74382)  -0.054
C (0.06513, 0.83289, -3.63565)  -0.499
O (0.21820, 0.93732, -4.86258)  -0.022
C (-0.98907, 1.79161, -3.05442)  -0.179
C (-1.61144, 2.67583, -3.93592)  -0.005
C (-2.56602, 3.54979, -3.45749)  -0.066
C (-2.89287, 3.52403, -2.10746)  -0.074
C (-2.23224, 2.61845, -1.30075)  -0.162
N (-1.30115, 1.78074, -1.75584)  0.011
C (2.23972, -2.06271, 1.58613)  -0.186
C (3.05285, -2.90012, 2.35136)  -0.009
C (2.59456, -3.39629, 3.55228)  -0.077
C (1.33377, -3.01441, 3.98182)  -0.077
C (0.60547, -2.16381, 3.17542)  -0.159
N (1.02151, -1.68885, 1.99689)  0.111
H (3.77485, -3.10636, -1.64506)  0.103
H (4.40290, -3.52278, -3.98385)  0.088
H (3.29570, -2.21286, -5.79540)  0.087
H (1.56998, -0.56192, -5.21492)  0.082
H (-1.31606, 2.63654, -4.97377)  0.111
H (-3.05830, 4.24370, -4.12796)  0.102
H (-3.64189, 4.18303, -1.68970)  0.096
H (-2.44999, 2.55094, -0.23957)  0.084
H (4.02948, -3.13994, 1.95799)  0.116
H (3.20073, -4.07495, 4.13924)  0.105
H (0.90903, -3.37478, 4.90893)  0.102
H (-0.38443, -1.85932, 3.49991)  0.102
N (-1.63197, -0.18577, 2.03993)  0.052
C (-2.10124, 0.67642, 3.03996)  -0.322
C (-3.18528, 0.32812, 3.84371)  -0.032
C (-3.64538, 1.19765, 4.81749)  -0.094
C (-3.02123, 2.42223, 5.01321)  -0.100
C (-1.95335, 2.78036, 4.20453)  -0.087
C (-1.49151, 1.93176, 3.20086)  -0.314
P (-0.24278, 2.40537, 1.95267)  1.095
C (1.30208, 1.66059, 2.56952)  -0.410
C (2.31211, 1.43999, 1.63081)  -0.105
C (3.51350, 0.86182, 2.00765)  -0.072
C (3.71246, 0.49796, 3.33295)  -0.071
C (2.71589, 0.71333, 4.27381)  -0.079
C (1.51143, 1.28977, 3.89440)  -0.101
C (-0.00329, 4.18115, 2.32727)  -0.376
C (1.01782, 4.67159, 3.13584)  -0.079
C (1.13427, 6.03532, 3.37150)  -0.085
C (0.23020, 6.92163, 2.80527)  -0.097
C (-0.78752, 6.44219, 1.99116)  -0.088
C (-0.89612, 5.08232, 1.74729)  -0.104
H (-0.65264, -0.44434, 2.14895)  0.004
H (-2.17271, -1.03581, 1.92637)  0.063
H (-3.65761, -0.63689, 3.70022)  0.111
H (-4.48897, 0.91152, 5.43313)  0.099
H (-3.37013, 3.09921, 5.78196)  0.096
H (-1.48364, 3.74675, 4.33890)  0.100
H (2.14935, 1.70192, 0.58964)  0.106
H (4.26734, 0.64366, 1.26398)  0.107
H (4.63624, 0.01406, 3.62196)  0.109
H (2.86553, 0.40899, 5.30210)  0.102
H (0.72972, 1.44638, 4.62886)  0.106
H (1.72695, 3.98469, 3.58100)  0.099
H (1.93508, 6.40426, 3.99986)  0.100
H (0.32278, 7.98439, 2.98932)  0.098
H (-1.48920, 7.12923, 1.53556)  0.100
H (-1.67930, 4.71190, 1.09509)  0.093
Cl (0.76390, -6.15108, 2.08615)  0.599
C (-0.15533, -4.95858, 1.18655)  -0.695
C (0.23118, -4.59964, -0.09818)  -0.122
C (-0.50135, -3.67473, -0.81266)  -0.080
C (-1.65360, -3.03677, -0.27851)  -0.415
C (-2.33976, -1.98744, -0.95424)  -0.216
C (-2.01278, -3.45461, 1.03396)  -0.104
C (-1.28903, -4.39353, 1.74571)  -0.158
H (1.11922, -5.03696, -0.53757)  0.106
H (-0.16489, -3.40521, -1.80877)  0.110
H (-3.31241, -1.71320, -0.54822)  0.014
H (-2.30588, -1.99570, -2.04215)  0.023
H (-2.92919, -3.06263, 1.47001)  0.096
H (-1.60727, -4.69503, 2.73677)  0.098


[2]
Below is C43H34ClN5O2PSr as an isolated structure, with properties calculated with ωB97M-V/def2-TZVPD.

The charge is -1. The energy is -2915.73068 hartree. The calculation puts the HOMO-LUMO gap at 5.71 eV. The value obtained for the HOMO energy is -3.45 eV.

Each line ends with the Löwdin charge.
Geometry (Å):
Sr (-0.86716, 0.99355, 0.13407)  1.299
O (-0.85508, -2.98188, 0.78223)  -0.012
C (-1.52758, -1.93667, 0.87718)  -0.578
N (-1.44742, -0.91946, 1.72644)  0.002
C (-0.55410, -1.05711, 2.81163)  -0.261
C (-0.50836, -2.24792, 3.53565)  -0.046
C (0.35977, -2.42315, 4.60072)  -0.123
C (1.21572, -1.39326, 4.94463)  -0.129
C (1.18788, -0.19439, 4.24585)  -0.028
C (0.30393, 0.01641, 3.17401)  -0.227
N (0.25462, 1.17456, 2.37560)  -0.019
C (0.86840, 2.29019, 2.76876)  -0.497
O (1.54475, 2.52955, 3.78156)  -0.010
C (0.70924, 3.48719, 1.83004)  -0.190
C (0.84047, 4.75956, 2.38368)  -0.003
C (0.81518, 5.85453, 1.54565)  -0.064
C (0.64676, 5.65924, 0.17947)  -0.075
C (0.48464, 4.36522, -0.27592)  -0.158
N (0.51912, 3.29739, 0.52641)  0.025
C (-2.61238, -1.80520, -0.17332)  -0.208
C (-3.65632, -2.72773, -0.17382)  -0.001
C (-4.60030, -2.65802, -1.17670)  -0.064
C (-4.47301, -1.67643, -2.15753)  -0.069
C (-3.41106, -0.79820, -2.06980)  -0.152
N (-2.49808, -0.85340, -1.09761)  0.046
H (-1.16258, -3.05388, 3.23325)  0.106
H (0.37074, -3.36070, 5.14467)  0.089
H (1.91222, -1.51017, 5.76738)  0.089
H (1.85162, 0.60580, 4.52288)  0.085
H (0.97389, 4.84349, 3.45174)  0.117
H (0.91422, 6.85564, 1.94775)  0.105
H (0.61766, 6.48998, -0.51283)  0.097
H (0.32013, 4.16007, -1.33018)  0.109
H (-3.69443, -3.48102, 0.60073)  0.120
H (-5.42840, -3.35562, -1.20459)  0.102
H (-5.18749, -1.58807, -2.96432)  0.097
H (-3.28527, -0.00087, -2.79420)  0.112
N (2.28140, 1.32130, -1.05194)  0.073
C (2.70271, 0.77767, -2.27582)  -0.320
C (3.54875, 1.47728, -3.13408)  -0.043
C (3.90675, 0.93590, -4.35627)  -0.099
C (3.44980, -0.32153, -4.72998)  -0.102
C (2.62274, -1.03072, -3.87328)  -0.102
C (2.22952, -0.49827, -2.64910)  -0.305
P (1.07522, -1.29231, -1.46787)  1.090
C (0.22595, -2.54787, -2.46748)  -0.378
C (0.09804, -3.85942, -2.02074)  -0.081
C (-0.67332, -4.76624, -2.73627)  -0.078
C (-1.32453, -4.37146, -3.89433)  -0.099
C (-1.20874, -3.05983, -4.33967)  -0.096
C (-0.44286, -2.15254, -3.62654)  -0.123
C (2.25621, -2.21850, -0.42975)  -0.363
C (3.28922, -2.98809, -0.97401)  -0.090
C (4.17398, -3.65138, -0.14378)  -0.092
C (4.03912, -3.55173, 1.24022)  -0.088
C (3.01601, -2.79934, 1.78743)  -0.051
C (2.12132, -2.13663, 0.94993)  -0.071
H (2.57696, 2.26701, -0.86214)  0.080
H (2.43148, 0.73408, -0.24002)  0.076
H (3.92739, 2.44633, -2.82982)  0.107
H (4.55985, 1.49354, -5.01592)  0.098
H (3.73438, -0.74630, -5.68402)  0.095
H (2.24650, -2.00033, -4.17452)  0.102
H (0.57333, -4.16288, -1.09822)  0.102
H (-0.77519, -5.78139, -2.37355)  0.101
H (-1.92900, -5.08032, -4.44677)  0.095
H (-1.72447, -2.74119, -5.23725)  0.098
H (-0.36577, -1.12653, -3.97017)  0.109
H (3.39800, -3.06335, -2.04883)  0.100
H (4.97176, -4.24641, -0.57096)  0.096
H (4.73415, -4.07337, 1.88704)  0.097
H (2.88607, -2.71748, 2.85927)  0.100
H (1.30102, -1.58059, 1.38961)  0.080
Cl (-2.61292, 4.98636, 4.83401)  0.589
C (-2.76879, 4.27961, 3.24118)  -0.702
C (-2.95349, 2.91904, 3.09195)  -0.120
C (-3.05712, 2.37387, 1.82038)  -0.112
C (-2.94478, 3.15594, 0.64152)  -0.419
C (-2.94982, 2.56814, -0.65983)  -0.220
C (-2.76488, 4.54819, 0.85655)  -0.082
C (-2.68658, 5.09534, 2.11736)  -0.145
H (-3.00636, 2.27683, 3.96176)  0.107
H (-3.24630, 1.30492, 1.74631)  0.091
H (-3.10313, 3.23273, -1.50528)  0.010
H (-3.53208, 1.64823, -0.73213)  0.000
H (-2.69861, 5.20167, -0.00691)  0.103
H (-2.55079, 6.16280, 2.24155)  0.096